Model w:
Entry from OMol25: a structure of composition CNa4O3 (ωB97M-V with the def2-TZVPD basis set).

- Net charge: +2
- Gap between HOMO and LUMO: 5.46 eV
- Highest occupied orbital energy: -13.838 eV

Each line ends with the natural charge from an NBO analysis.
CARTESIAN COORDINATES (ANGSTROEM)
1 Na 1.982 2.030 -1.845  0.984
2 Na -0.380 -1.687 2.568  0.970
3 O -0.759 -0.475 0.304  -1.069
4 Na -1.503 1.309 -1.701  0.953
5 C 0.353 -0.668 -0.298  0.922
6 O 1.232 -1.335 0.256  -0.788
7 O 0.730 -0.128 -1.367  -0.952
8 Na -1.655 0.955 2.084  0.981

Model x:
Entry from OMol25: a structure of composition CNa4O3 (ωB97M-V with the def2-TZVPD basis set).

- Net charge: +2
- Gap between HOMO and LUMO: 2.80 eV
- Highest occupied orbital energy: -9.195 eV

Each line ends with the natural charge from an NBO analysis.
CARTESIAN COORDINATES (ANGSTROEM)
1 Na -0.152 1.057 -4.526  0.976
2 O -0.211 1.935 -0.413  -0.863
3 C 0.031 0.762 -0.029  0.893
4 Na -3.474 1.279 1.961  0.990
5 O 0.896 0.531 0.797  -0.881
6 Na 4.028 -1.018 3.078  0.991
7 Na -0.286 -4.423 -0.435  0.857
8 O -0.832 -0.123 -0.433  -0.962

What should be chosen as the least stable of them? Choose model x.

Model w:
Entry from OMol25: a structure of composition C26H32AsCl2N3O2S6Si2Ta (ωB97M-V with the def2-TZVPD basis set).

- Net charge: -1
- Gap between HOMO and LUMO: 6.44 eV
- Highest occupied orbital energy: -5.017 eV

Each line ends with the Löwdin charge.
CARTESIAN COORDINATES (ANGSTROEM)
1 C -1.223 3.652 3.948  -0.191
2 H 4.690 2.071 -2.196  0.106
3 H -5.021 1.700 -1.727  0.094
4 Cl 2.692 0.408 -1.096  0.632
5 C 1.453 2.777 -1.353  -0.655
6 C -3.029 1.887 -2.801  -0.225
7 S -1.266 -2.174 0.002  0.404
8 C -0.735 1.660 2.664  -0.656
9 C -4.609 1.616 -4.535  -0.199
10 H 1.796 -5.890 -0.474  0.029
11 C 4.552 -3.405 -1.150  -0.229
12 C 2.607 4.738 -2.239  -0.122
13 H 3.550 -4.089 2.876  0.032
14 S 0.004 2.029 -0.735  0.588
15 C -1.171 -2.049 -1.716  -1.771
16 H 4.360 -1.298 4.370  0.031
17 H 5.228 -3.538 3.101  0.034
18 S -2.174 -2.817 -2.770  0.509
19 C 2.521 -5.303 0.099  -0.232
20 C 3.475 -1.163 3.734  -0.259
21 H 4.953 0.253 1.459  0.021
22 H -2.700 2.258 3.280  0.120
23 As 1.812 -2.065 0.793  0.594
24 H -2.868 2.137 -5.687  0.107
25 C -2.198 4.521 4.565  -0.180
26 C 1.911 -3.718 -2.373  -0.256
27 S -1.295 0.204 1.865  0.579
28 H -2.355 2.693 -2.515  0.130
29 H -3.289 0.418 -5.818  0.109
30 H 2.050 -2.801 -2.947  -0.004
31 C 3.771 4.008 -2.415  -0.093
32 C -3.290 1.099 -1.524  -0.492
33 N -2.989 5.203 5.047  0.152
34 C 3.794 2.666 -2.069  -0.107
35 H 5.173 -0.922 0.155  -0.005
36 H 3.214 -0.106 3.715  -0.035
37 H -4.174 3.393 -3.613  0.113
38 C 4.388 -3.570 2.400  -0.238
39 N 0.999 6.113 5.164  0.153
40 C 1.054 3.132 3.353  -0.046
41 Si 3.805 -1.832 2.019  0.189
42 C -2.402 0.989 -3.894  -0.128
43 H -5.117 0.703 -4.212  0.119
44 Si 2.745 -3.621 -0.712  0.234
45 S 0.115 -0.985 -2.187  0.421
46 H 2.343 -4.556 -2.936  0.038
47 C 1.474 4.127 -1.731  -0.676
48 H 5.213 -3.258 -0.294  0.000
49 H 2.126 -5.173 1.107  0.006
50 C 0.614 5.162 4.644  -0.179
51 H -2.481 -0.063 -3.613  0.067
52 C -1.646 2.502 3.299  -0.047
53 C 5.153 -0.803 1.242  -0.233
54 Cl 0.035 5.084 -1.570  0.662
55 C 0.626 1.987 2.676  -0.651
56 Ta 0.346 -0.250 0.171  0.346
57 H -5.277 2.159 -5.202  0.110
58 C 2.652 2.091 -1.547  -0.603
59 H -1.347 1.210 -4.035  0.105
60 H 2.572 5.790 -2.491  0.101
61 H 4.677 -4.158 1.526  -0.003
62 H 2.109 3.370 3.374  0.118
63 C -3.252 1.271 -5.139  -0.167
64 O -2.411 0.507 -0.968  -0.081
65 H 6.138 -1.065 1.645  0.032
66 S 1.767 0.956 1.860  0.540
67 H 0.834 -3.884 -2.276  0.008
68 H 4.674 -2.547 -1.821  0.030
69 C 0.145 3.968 3.977  -0.192
70 H 3.457 -5.867 0.162  0.026
71 H 4.864 -4.308 -1.686  0.036
72 H 2.636 -1.706 4.180  0.034
73 H 4.656 4.480 -2.823  0.102
74 O -4.548 1.136 -1.076  0.126
75 N -4.298 2.429 -3.342  -0.038

Model x:
Entry from OMol25: a structure of composition C26H32AsCl2N3O2S6Si2Ta (ωB97M-V with the def2-TZVPD basis set).

- Net charge: -1
- Gap between HOMO and LUMO: 6.37 eV
- Highest occupied orbital energy: -5.016 eV

Each line ends with the Löwdin charge.
CARTESIAN COORDINATES (ANGSTROEM)
1 N -5.938 -4.538 0.132  0.153
2 C -2.483 -0.355 0.344  -0.576
3 H 5.378 2.810 -2.853  0.032
4 C 1.572 -5.168 -1.362  -0.192
5 C -0.407 -4.330 -0.389  -0.155
6 N -6.422 -1.517 2.915  0.159
7 C -3.579 -0.435 1.216  -0.054
8 H -4.755 0.923 5.163  0.107
9 H -0.922 -4.064 -1.313  0.075
10 C -5.569 -1.518 2.144  -0.168
11 H -3.078 -3.258 -1.319  0.110
12 C -3.706 2.603 4.332  -0.115
13 S 2.542 1.423 3.156  0.357
14 H 2.122 3.951 -3.422  0.003
15 H -0.366 2.420 -3.868  0.025
16 Cl -2.453 4.715 3.263  0.663
17 C -2.291 -1.418 -0.559  -0.500
18 C -0.767 2.438 -2.850  -0.231
19 As 1.748 1.960 -0.517  0.716
20 H 0.648 -6.073 0.368  0.111
21 C 3.583 0.082 2.840  -1.780
22 C -1.680 0.855 3.787  -0.620
23 H 5.589 0.050 -1.644  0.036
24 S 4.871 -0.419 3.708  0.498
25 C 0.347 -5.645 -0.592  -0.173
26 H -1.048 5.323 -1.184  0.034
27 H 1.319 -5.027 -2.415  0.114
28 H 0.075 4.998 0.158  0.026
29 H 4.195 3.851 -2.035  0.003
30 C -1.483 2.180 3.396  -0.726
31 H 5.368 2.932 -1.083  0.032
32 C -4.473 -1.494 1.191  -0.175
33 H 4.133 -0.947 -1.418  0.015
34 H -4.497 3.316 4.524  0.101
35 C 1.444 4.518 -2.777  -0.238
36 H 2.081 -2.227 -1.402  0.072
37 H 2.422 -5.848 -1.312  0.112
38 S -0.947 -1.459 -1.708  1.012
39 C -5.220 -3.642 0.187  -0.174
40 H 2.089 0.252 -3.385  0.022
41 H -1.763 2.892 -2.877  0.031
42 H -1.376 4.008 -0.031  -0.012
43 H -0.871 1.409 -2.489  -0.028
44 H -1.141 -4.362 0.414  0.120
45 S -0.044 2.763 2.587  0.435
46 H -2.902 -0.662 4.664  0.110
47 S 2.782 -0.866 1.603  0.493
48 C -2.550 3.038 3.705  -0.674
49 H 2.460 1.869 -4.033  0.011
50 C 0.704 -3.313 -0.106  -0.243
51 Cl -0.424 -0.339 3.439  0.729
52 C -3.848 1.272 4.688  -0.092
53 C -3.215 -2.462 -0.599  -0.058
54 H -0.237 -6.392 -1.133  0.107
55 Ta 0.866 0.688 1.376  0.649
56 H 4.709 0.067 -0.098  -0.002
57 Si 0.357 3.415 -1.721  0.215
58 H 2.650 -3.972 -0.073  0.119
59 C -4.301 -2.521 0.258  -0.187
60 O 0.252 -1.093 0.628  -0.550
61 Si 3.593 1.426 -1.856  0.244
62 C -0.589 4.533 -0.574  -0.248
63 N 1.917 -3.868 -0.759  -0.023
64 C 4.592 0.010 -1.185  -0.229
65 H -3.730 0.366 1.927  0.098
66 C 2.882 0.992 -3.527  -0.221
67 H 3.659 0.564 -4.170  0.031
68 C -2.820 0.388 4.413  -0.133
69 S -1.545 1.137 0.465  0.592
70 H 0.793 5.120 -3.422  0.032
71 C 0.478 -1.803 -0.516  -0.821
72 O 1.575 -1.390 -1.252  -0.146
73 H 0.880 -3.239 0.966  0.137
74 H 2.034 5.200 -2.156  0.030
75 C 4.731 2.905 -1.973  -0.227

What should be chosen as the least stable of them? Choose model x.

Model w:
Entry from OMol25: a cluster of 2 separate species, C6H7P in total (ωB97M-V with the def2-TZVPD basis set).

- Gap between HOMO and LUMO (alpha / beta): 8.56 / 5.80 eV
- Highest occupied orbital energy (alpha / beta): -8.068 / -6.487 eV

Each line ends with the natural charge from an NBO analysis.
CARTESIAN COORDINATES (ANGSTROEM)
1 P 4.179 -0.716 0.186  0.378
2 C 3.548 0.966 0.183  -0.515
3 C 0.473 -0.177 0.506  0.247
4 C 2.568 0.076 0.176  -0.271
5 C 0.103 -1.460 0.227  -0.358
6 H 0.897 -2.187 0.118  0.238
7 H -1.405 -2.956 0.074  0.199
8 H -0.173 1.515 -0.606  0.238
9 H 0.354 1.875 1.049  0.240
10 C -1.188 -1.911 0.199  -0.321
11 H 3.844 1.989 0.180  0.233
12 C -0.152 1.139 0.423  -0.720
13 H -1.183 1.050 0.769  0.228
14 H -2.025 -1.247 0.329  0.183

Model x:
Entry from OMol25: the molecule C6H7P (ωB97M-V with the def2-TZVPD basis set).

- SMILES string: C=P1=CC=CC=C1
- Gap between HOMO and LUMO (alpha / beta): 6.22 / 7.68 eV
- Highest occupied orbital energy (alpha / beta): -7.516 / -7.886 eV

Each line ends with the natural charge from an NBO analysis.
CARTESIAN COORDINATES (ANGSTROEM)
1 C 0.269 -0.236 -1.456  -0.277
2 H 0.466 -0.501 -2.499  0.220
3 C 0.699 0.979 -1.004  -0.426
4 H 1.275 1.722 -1.620  0.231
5 H -0.754 -2.240 -0.890  0.224
6 H 1.650 -0.030 2.298  0.189
7 C -1.434 -0.575 0.201  -0.248
8 P 0.287 1.340 0.810  0.778
9 H -2.044 1.101 1.518  0.228
10 H -2.303 -1.180 0.492  0.221
11 H 2.310 -0.011 0.605  0.208
12 C -1.313 0.554 0.968  -0.478
13 C 1.455 0.171 1.258  -0.705
14 C -0.564 -1.093 -0.680  -0.165

What should be chosen as the least stable of them? Choose model w.

Model w:
Entry from OMol25: a cluster of 2 separate species, C4H13N2O in total (ωB97M-V with the def2-TZVPD basis set).

- Net charge: -1
- Gap between HOMO and LUMO: 7.28 eV
- Highest occupied orbital energy: -2.977 eV

Each line ends with the natural charge from an NBO analysis.
CARTESIAN COORDINATES (ANGSTROEM)
1 H 0.249 -2.313 -1.838  0.166
2 H 1.850 -0.670 1.862  0.170
3 H -0.902 -0.544 0.442  0.246
4 N -2.202 1.933 0.240  -0.914
5 H 2.811 -0.790 0.350  0.163
6 N 0.928 -1.697 0.213  -0.458
7 H -2.767 2.761 0.134  0.314
8 C 0.816 -1.496 -1.307  -0.460
9 H -0.734 3.171 -0.706  0.037
10 H 0.298 -0.517 -1.539  0.262
11 H -1.049 -2.305 0.303  0.164
12 H -2.352 1.342 -0.549  0.347
13 H -0.308 2.625 0.939  0.072
14 H 1.450 0.346 0.426  0.253
15 O -0.132 1.152 -0.569  -0.957
16 H 1.838 -1.464 -1.702  0.172
17 C -0.438 -1.515 0.748  -0.449
18 C 1.806 -0.635 0.759  -0.450
19 C -0.719 2.243 -0.026  0.152
20 H -0.443 -1.628 1.821  0.170

Model x:
Entry from OMol25: a cluster of 2 separate species, C4H13N2O in total (ωB97M-V with the def2-TZVPD basis set).

- Net charge: -1
- Gap between HOMO and LUMO: 6.70 eV
- Highest occupied orbital energy: -2.716 eV

Each line ends with the natural charge from an NBO analysis.
CARTESIAN COORDINATES (ANGSTROEM)
1 H 0.100 0.035 -0.277  0.237
2 C -1.946 0.449 0.208  -0.601
3 H -0.250 -0.621 -2.616  0.198
4 H 0.906 0.759 1.983  0.057
5 O 1.648 -0.906 1.047  -0.955
6 N -0.933 -1.767 -0.199  -0.874
7 C 1.856 0.259 1.656  0.146
8 H -2.939 0.321 -0.250  0.174
9 C -1.059 -0.157 -2.049  -0.607
10 H 2.506 0.172 2.568  0.041
11 H -1.043 0.910 -2.289  0.198
12 H -0.568 -2.287 -0.987  0.336
13 H 3.175 0.745 0.182  0.340
14 H -0.268 -1.875 0.570  0.411
15 N 2.496 1.267 0.729  -0.912
16 H -2.016 -0.573 -2.385  0.182
17 H 3.009 1.957 1.273  0.313
18 H -1.735 1.520 0.137  0.193
19 C -0.892 -0.341 -0.547  -0.090
20 H -2.044 0.133 1.246  0.211

What should be chosen as the least stable of them? Choose model w.